17
Properties=species:S:1:pos:R:3:forces:R:3:lowdin_charge:R:1 method="wB97M-V/def2-TZVPD" fmax_ev_per_a=6.8 e_homo_ev=-20.5779 relative_energy_kj_mol=396.94 spin_multiplicity=1 charge=+2 smiles="C=[N+]=NCCCC#[NH+]" total_energy_ev=-9778.3591
N 1.95367 -1.29495 -0.35184 -3.0 2.0 0.5 0.07
H -2.34096 -0.60525 -0.10931 0.5 0.5 1.3 0.17
C 2.67740 -2.22959 -0.12347 3.9 -3.2 -0.9 0.21
H 3.03162 -2.75606 -1.05250 -0.3 0.1 0.9 0.18
C -0.90278 0.93921 -0.49516 -4.9 -1.7 -4.4 -0.17
H -0.15238 -2.13158 0.58758 0.3 0.3 0.0 0.14
H 0.95675 2.88715 1.54557 1.0 1.3 1.3 0.16
C 0.05086 1.54786 0.20090 2.3 3.7 1.2 -0.06
H -1.72440 1.65597 -0.60144 0.1 0.4 0.2 0.19
C -1.38064 -0.22925 0.32325 1.7 -2.4 -2.0 -0.08
H 3.16703 -2.47867 0.83772 -0.5 0.4 -0.3 0.17
H -1.18716 -0.03290 1.35460 -1.2 -0.1 0.9 0.12
C -0.28453 -1.29824 -0.11556 -2.1 -1.3 -1.0 -0.09
N 0.99192 -0.60530 -0.42323 0.5 -0.8 0.2 0.14
H -0.67208 -1.82028 -1.08130 0.9 1.1 1.2 0.19
N 0.54665 2.30785 0.88106 0.1 -1.1 -0.5 0.47
H -0.77434 0.56824 -1.56430 0.6 1.0 1.3 0.19

***

19
Properties=species:S:1:pos:R:3:forces:R:3:lowdin_charge:R:1 method="wB97M-V/def2-TZVPD" fmax_ev_per_a=0.5 e_homo_ev=-8.0039 relative_energy_kj_mol=583.31 spin_multiplicity=1 total_energy_ev=-7447.3858
H 1.82104 -1.23976 0.79855 -0.1 0.1 0.0 0.10
H -1.94938 -0.94846 -1.16122 0.1 0.1 0.1 0.13
C -0.27781 0.38309 -1.15739 0.4 0.2 -0.3 -0.25
H 2.44157 1.02764 0.64073 -0.2 0.0 0.0 0.10
H 0.39948 -0.74472 1.69961 0.1 0.0 -0.1 0.09
H -0.57978 0.37491 -2.19950 0.0 0.0 0.2 0.14
C -1.30254 -0.63537 -0.34131 -0.1 -0.2 0.1 -0.18
C 0.84142 1.16864 -0.82227 -0.2 0.1 0.0 -0.13
H -2.96297 0.23853 0.70162 0.1 -0.1 0.0 0.08
C -2.08133 -0.37041 0.92582 0.0 0.0 0.0 -0.06
H 1.11507 2.06516 -1.37263 0.0 -0.1 0.1 0.10
H 1.32035 -0.98624 -1.37865 0.1 0.1 0.0 0.11
H 1.82325 -0.14818 -1.52535 0.0 -0.1 0.0 0.11
C 0.10358 -0.90894 -0.48822 -0.3 0.0 0.2 -0.25
H 0.90691 1.58308 1.30418 0.0 -0.1 -0.1 0.11
C 1.35874 0.89563 0.57265 0.0 0.0 0.0 -0.19
H -1.49528 0.14823 1.68758 -0.1 -0.1 -0.1 0.07
C 0.94914 -0.58250 0.76804 0.0 -0.1 0.0 -0.17
H -2.43144 -1.32034 1.34777 0.1 0.1 -0.1 0.09

***

81
Properties=species:S:1:pos:R:3:forces:R:3:mulliken_spin:R:1 method="wB97M-V/def2-TZVPD" fmax_ev_per_a=4.3 e_homo_ev="-16.6579 / -16.6579" relative_energy_kj_mol=271.92 spin_multiplicity=5 charge=+3 total_energy_ev=-79010.8615
C -1.69941 1.92145 -0.99542 0.8 0.3 0.5 -0.04
H -1.04320 -2.97349 0.32711 2.3 0.1 -0.8 0.04
H 4.46082 3.37562 -0.03240 0.1 1.5 -0.7 0.00
O 2.17829 0.83663 2.76646 0.3 0.3 -0.3 0.00
H 4.18406 -0.71770 4.68305 -0.6 0.7 -0.5 0.00
H 2.64204 1.69313 -0.60562 -0.1 0.3 -0.5 0.00
H 2.83957 4.10460 3.07751 0.5 -0.4 0.1 0.00
H 5.07479 -1.21474 1.00597 0.6 0.6 0.3 0.00
H -6.35153 -1.31445 -0.09595 -0.5 -0.2 -1.1 0.01
H 4.90636 3.55031 1.72772 0.2 1.0 0.2 0.00
H -3.37688 -2.78978 1.93737 -0.3 0.2 0.9 0.00
C -0.25067 2.52908 -0.87997 -0.8 0.8 0.7 0.00
N 3.78852 1.94817 1.10741 0.4 -0.4 -0.4 0.00
C -4.73699 -2.87138 -2.26877 1.6 -0.2 -0.3 0.00
H -4.15948 -4.36602 -0.76805 -2.3 -2.2 2.9 0.03
H 4.79764 -1.94178 3.67700 0.5 1.4 -0.3 0.00
H 0.99722 -1.57976 -4.02229 -0.1 0.3 0.3 0.00
F -2.24942 3.66999 0.53276 -0.5 -1.0 0.1 0.00
H 3.43388 4.01493 4.79386 -0.5 -0.4 -0.9 0.00
C 4.83008 2.94346 0.85953 0.3 -1.5 -0.5 0.00
N 4.02493 2.28802 3.71134 -1.3 2.7 0.7 0.00
Ru -2.50468 -1.07409 -1.35439 -0.5 -0.7 0.8 2.87
C -2.42732 2.35798 0.32811 0.8 0.7 -0.9 0.01
H 6.14492 2.76229 3.43252 -0.6 0.6 -0.3 0.00
C -2.41750 2.48170 -2.24953 0.6 -1.0 -0.4 0.05
H 5.81539 2.48813 0.60534 -0.5 0.2 0.3 0.00
C 3.02806 3.42961 3.92764 1.1 0.2 0.8 0.00
H -5.11929 -1.20626 1.76618 0.0 -0.2 0.8 0.00
C -1.19674 -3.30533 -3.83907 -0.4 0.9 -1.5 0.01
H 4.21406 0.81131 -0.62351 0.2 0.0 -0.4 0.00
H -4.42916 -2.76060 -3.31046 0.4 0.1 0.1 0.00
H 5.75431 1.66277 4.62306 0.0 -0.1 0.5 0.00
C -4.65228 -0.85514 0.86907 1.3 -1.0 -1.6 0.00
F -0.22901 3.82280 -1.27406 0.4 -1.4 -0.1 0.00
C -2.03198 -3.24212 0.45595 -2.1 -0.5 -2.0 -0.05
C 5.49072 -0.34833 1.59088 0.1 -2.7 -0.7 0.00
H -5.14126 -0.81971 -2.26617 -0.5 -0.1 0.3 -0.01
C -2.36703 -0.83600 -4.72236 -2.0 0.0 0.9 0.01
H 0.09128 -0.22766 -4.74209 0.0 -0.2 -0.4 0.00
F -3.70896 2.09232 0.11955 -0.8 0.0 0.8 0.00
H 0.59708 0.00930 -3.12778 -0.2 -1.1 -0.2 0.00
H -3.43370 -0.95108 -4.49939 0.0 -0.1 0.0 0.00
F -1.60302 2.31206 -3.31019 0.0 -0.1 0.1 0.00
H 5.66728 0.45170 0.92590 0.3 0.8 -0.5 0.00
C 3.37349 1.15175 -0.04036 -0.5 -0.4 1.1 0.00
P 3.70968 1.26658 2.54542 -1.3 -1.1 0.9 0.00
H -5.66825 -3.38458 -2.36761 -1.1 0.0 0.5 0.01
F 0.57942 1.76045 -1.58139 0.3 0.7 0.2 0.00
N -4.73760 -1.51426 -1.64222 -0.4 -0.7 0.6 0.15
O -1.59516 0.55609 -1.18283 0.7 1.4 0.5 0.12
H -0.79112 -3.27864 -4.88641 -0.3 -0.4 0.9 0.00
P -1.38477 -1.53554 -3.41965 1.3 -0.5 -0.3 -0.01
H -0.55922 -3.83309 -3.18411 1.1 -0.3 0.7 0.00
H -2.24071 0.22216 -4.79086 0.4 0.7 -0.2 0.00
C -2.55633 -2.28129 1.46517 -2.5 1.4 -0.1 0.04
H 1.99298 0.79712 3.71150 -0.2 -0.1 0.1 0.00
H 6.39452 -0.66763 2.07475 0.8 -0.1 -0.4 0.00
C 5.36031 2.57011 4.17697 1.7 -1.5 0.0 0.00
F -3.49122 1.69083 -2.47841 -0.3 0.2 -0.1 0.01
H -2.11555 -4.29472 0.71966 0.0 0.0 0.3 0.01
H 5.78712 -0.50037 4.26797 0.8 -0.4 0.0 0.00
C -5.32979 -1.63637 -0.27608 0.3 -1.0 1.6 0.00
H 2.88364 0.29502 0.42438 -0.2 -0.3 -0.7 0.00
H -5.28529 -2.74737 -0.01473 -0.3 1.6 -0.3 0.00
N -3.14080 -0.97845 0.86508 -0.1 -0.5 -0.6 0.02
F -1.98403 1.68694 1.41857 -0.7 0.1 -0.5 0.00
C -3.74668 -3.78519 -1.46459 2.1 1.4 -3.1 -0.04
N -2.75808 -2.96554 -0.81846 1.1 0.4 -0.3 0.72
N 4.61077 -0.05691 2.66697 -1.0 1.6 -0.8 0.00
H -3.24781 -4.57003 -2.10553 -0.3 0.9 0.2 0.05
H -4.86240 0.18206 0.75391 -0.1 0.8 0.0 -0.01
C 0.25982 -0.79135 -3.83218 -0.1 0.6 0.9 0.01
C 4.85638 -0.81191 3.82438 -0.4 -2.4 2.4 0.00
F -2.75548 3.72342 -2.18673 -0.6 0.8 0.2 0.00
H -1.76882 -2.02347 2.11017 0.7 0.3 1.3 -0.01
H -2.81600 -0.08525 1.25684 0.4 -1.0 0.3 0.00
F 0.10290 2.53619 0.43435 0.6 -0.4 -1.1 0.00
H -2.23454 -1.34190 -5.64046 0.6 -0.4 -1.1 0.00
H 5.36449 3.32830 4.93052 -0.1 0.5 0.3 0.00
H -2.11863 -3.87640 -3.82809 -0.4 0.3 -0.3 0.00
H 2.08095 3.03130 4.23029 -0.5 -0.3 0.2 0.00

***

58
Properties=species:S:1:pos:R:3:forces:R:3:lowdin_charge:R:1 method="wB97M-V/def2-TZVPD" fmax_ev_per_a=2.3 e_homo_ev=-8.8020 relative_energy_kj_mol=52.46 spin_multiplicity=1 smiles="O=S(=O)(BCC[C@@](F)(Br)C(F)(F)Br)C(F)(F)F.CN(C)C=O.CN(C)C=O.CN(C)C=O" total_energy_ev=-197547.2633
O -2.81130 2.44474 2.96219 0.1 -0.1 -0.1 -0.01
Br 5.17376 -4.91230 -2.09504 -0.2 -0.1 0.2 0.84
H -4.03704 3.62250 1.84849 0.0 0.0 0.0 0.11
H 5.26850 -1.57936 -0.13152 0.3 0.1 0.3 0.08
H 2.16979 -6.05030 -0.54566 0.0 0.0 0.0 0.13
C 3.54767 -0.79909 -1.13953 -0.4 -0.6 -0.4 -0.13
H -1.35625 -4.92103 -0.84171 0.0 0.0 0.0 0.10
H 0.42587 -7.32114 -3.05609 0.0 -0.1 0.0 0.09
H -2.79564 7.66691 6.08713 0.0 0.0 0.1 0.09
N -2.95136 2.32157 0.69709 0.0 0.0 -0.1 -0.20
H 3.76546 -0.05967 -1.90146 0.2 0.1 -0.1 0.09
C -3.54869 2.81539 -0.52674 0.2 -0.2 0.1 -0.05
F 5.60510 -0.93673 -2.93990 -0.2 0.9 -0.8 0.05
C -4.53756 6.41469 3.77859 -0.1 0.0 -0.1 -0.35
H -1.98334 5.52546 3.75412 0.0 -0.1 0.0 0.10
N 0.34383 -5.97461 -1.46085 -0.1 -0.2 -0.1 -0.19
C 5.57331 -2.01385 -2.16723 0.7 -1.4 1.4 -0.81
H -4.06723 2.00295 -1.04056 0.0 0.1 -0.1 0.09
S 0.78917 -0.82633 -2.38883 -0.4 -1.7 0.2 0.71
Br 7.41247 -2.24694 -1.47697 0.0 0.0 -0.1 0.81
H -2.30848 0.39535 1.19475 0.1 0.0 0.0 0.10
H -1.95020 5.31445 5.52030 0.0 0.1 0.0 0.09
H -2.77245 3.21370 -1.18406 -0.1 0.0 -0.1 0.09
C 5.28884 -3.23732 -3.06253 1.1 -0.2 0.8 -1.01
H 4.19660 -2.80644 -0.67239 0.1 -0.4 -0.2 0.07
F 1.37150 1.71980 -2.14603 0.3 1.1 1.6 0.18
C -0.85792 -5.21012 -1.76715 0.2 0.1 0.1 -0.02
C -3.71415 7.08632 5.97804 0.1 -0.2 -0.1 -0.06
F 2.24695 0.80187 -3.82916 1.7 -0.3 -1.1 0.19
H -3.00576 4.30123 4.50795 0.1 0.0 -0.1 0.08
C -1.96381 1.25688 0.62213 -0.1 0.1 0.2 -0.04
N -3.64763 6.28239 4.77471 0.0 0.1 0.1 -0.20
O 1.23378 -4.26171 -0.27687 0.0 -0.4 0.1 -0.03
F 6.27424 -3.37304 -3.92437 1.1 -0.1 -1.0 0.04
C 1.18675 0.84300 -3.08562 -0.2 -1.2 0.6 -0.80
O -0.41533 -0.73728 -1.64055 -0.9 1.3 1.3 -0.28
C 4.65756 -1.87426 -0.96417 -0.5 1.1 0.1 -0.21
H -0.59079 -4.30283 -2.31029 -0.1 0.0 0.0 0.09
C -3.28452 2.82088 1.90084 -0.2 0.2 0.1 -0.34
O 0.66800 -1.71944 -3.49919 1.0 -0.3 -1.3 -0.27
B 2.15486 -1.48959 -1.29334 1.0 0.8 0.2 -0.08
H -4.55958 7.76968 5.92956 0.0 0.0 0.0 0.08
H -5.30189 7.18634 3.97944 0.0 0.0 0.0 0.13
F 4.21526 -3.04697 -3.76718 -2.0 0.4 -0.6 0.12
H -1.80558 0.96483 -0.41186 0.0 0.0 0.0 0.06
H -0.34471 -7.94386 -1.57930 0.0 -0.1 -0.1 0.09
H 3.49350 -0.25212 -0.19854 -0.2 0.2 0.2 0.13
F 0.17830 1.19220 -3.80308 -1.9 0.6 -1.3 0.20
C 1.29777 -5.39801 -0.72140 0.1 0.1 0.1 -0.34
C -2.58272 5.29714 4.63598 -0.2 0.0 -0.1 -0.03
H -1.02168 1.59990 1.05287 0.0 -0.1 0.0 0.09
H -4.26219 3.60600 -0.30366 0.0 0.0 0.1 0.09
H -1.53170 -5.81139 -2.37175 0.0 -0.1 0.0 0.09
O -4.52949 5.76438 2.74838 0.0 0.0 0.0 0.00
C 0.46975 -7.32826 -1.96556 -0.2 0.2 0.0 -0.05
H 1.94453 -2.47489 -0.67872 -0.5 0.2 -0.4 0.06
H 1.41786 -7.76083 -1.65324 0.0 0.0 0.0 0.08
H -3.83198 6.43915 6.84957 0.0 0.1 0.1 0.09

***

14
Properties=species:S:1:pos:R:3:forces:R:3:lowdin_charge:R:1 method="wB97M-V/def2-TZVPD" fmax_ev_per_a=0.6 e_homo_ev=-9.5234 relative_energy_kj_mol=477.36 spin_multiplicity=1 total_energy_ev=-8831.2553
H -0.53478 -1.44393 1.98984 -0.1 0.1 0.0 0.11
C -0.78513 -0.67758 1.26543 -0.1 -0.2 0.1 -0.10
O 2.15828 -0.11949 -0.94882 -0.1 0.2 0.5 0.03
N -0.48623 0.75609 1.40057 0.0 0.0 0.3 0.03
C -1.28389 -0.62115 0.02956 0.0 -0.1 0.2 -0.05
H 0.46928 -0.73729 -2.19875 -0.1 0.0 -0.2 0.06
H 1.92516 -0.53301 1.01114 0.0 0.0 -0.1 0.13
H -0.23054 -0.96194 -2.30936 0.1 0.0 -0.2 0.06
H -1.74656 -1.30556 -0.66834 0.1 0.1 0.1 0.08
H -1.53973 1.66028 -0.36659 0.1 -0.1 0.0 0.13
C 1.60668 0.03257 0.11247 0.2 0.0 -0.4 -0.23
C 0.50750 1.03952 0.35598 0.1 0.1 -0.1 -0.19
H 0.85631 2.07473 0.35614 0.0 -0.2 0.0 0.15
C -0.91633 0.83675 -0.02927 -0.2 0.2 -0.3 -0.20